(A)
{
  "formula": "C2H6N4S",
  "method": "ωB97M-V with the def2-TZVPD basis set",
  "species": ["C", "C", "N", "N", "N", "N", "S", "H", "H", "H", "H", "H", "H"],
  "coordinates": [[-1.19, -0.21, -0.23], [-2.38, 0.29, -0.57], [-0.35, 0.45, 0.63], [1.34, -0.47, -0.51], [0.90, 0.22, 0.46], [1.73, 0.84, 1.36], [3.00, -0.72, -0.65], [-0.84, -1.16, -0.64], [-2.70, 1.24, -0.20], [-3.05, -0.26, -1.20], [1.17, 1.23, 2.12], [2.51, 0.27, 1.66], [2.85, -1.39, -1.79]],
  "gap_ev": 8.34,
  "homo_ev": -7.625,
  "total_charge": 0
}

---

(B)
{
  "formula": "C2H6N4S",
  "method": "ωB97M-V with the def2-TZVPD basis set",
  "species": ["C", "C", "H", "H", "H", "H", "H", "H", "N", "N", "N", "N", "S"],
  "coordinates": [[-1.31, 0.15, 0.15], [0.93, -1.38, -0.71], [1.26, 0.79, 1.23], [1.47, 1.42, -1.03], [-1.01, 2.21, -0.48], [-1.02, -0.85, 1.78], [1.75, -2.23, -0.79], [0.80, -0.69, -1.49], [0.77, 1.61, 0.22], [-0.68, 1.29, -0.17], [-0.49, -0.48, 1.00], [0.41, -1.49, 0.42], [-2.87, -0.34, -0.14]],
  "gap_ev": 8.31,
  "homo_ev": -8.528,
  "total_charge": 0
}

---

Which one sits at the top of the stability order? (A) does.

---

(A)
{
  "formula": "C2H6N4S",
  "method": "ωB97M-V with the def2-TZVPD basis set",
  "species": ["C", "N", "N", "C", "S", "N", "N", "H", "H", "H", "H", "H", "H"],
  "coordinates": [[-1.72, -0.28, -0.63], [-1.11, -1.20, 0.06], [-0.15, -0.74, 0.99], [0.35, 0.55, 0.94], [0.18, 1.57, 2.18], [0.93, 0.84, -0.26], [1.55, -0.10, -1.05], [-2.62, -0.60, -1.15], [-1.51, 0.82, -0.64], [-0.22, -1.26, 1.86], [1.33, 1.82, -0.28], [2.16, -0.74, -0.51], [0.84, -0.66, -1.51]],
  "gap_ev": 8.84,
  "homo_ev": -8.568,
  "smiles": "C=NNC(=S)NN",
  "total_charge": 0
}

---

(B)
{
  "formula": "C2H6N4S",
  "method": "ωB97M-V with the def2-TZVPD basis set",
  "species": ["C", "C", "H", "H", "H", "H", "H", "H", "N", "N", "N", "N", "S"],
  "coordinates": [[-1.18, 0.21, -0.15], [2.36, -0.34, -0.49], [-3.13, 0.39, 0.16], [-2.44, -0.68, 1.12], [0.01, 1.64, -0.47], [-0.37, -1.39, 0.87], [1.05, 0.79, 0.89], [2.35, -1.25, -1.43], [-2.48, -0.29, 0.06], [-0.95, 1.47, -0.37], [-0.05, -0.85, -0.41], [1.03, 0.04, 0.13], [3.80, 0.26, 0.08]],
  "gap_ev": 8.60,
  "homo_ev": -8.864,
  "total_charge": 0
}

---

(C)
{
  "formula": "C2H6N4S",
  "method": "ωB97M-V with the def2-TZVPD basis set",
  "species": ["C", "C", "N", "N", "N", "N", "S", "H", "H", "H", "H", "H", "H"],
  "coordinates": [[0.89, 1.52, 0.80], [0.35, -1.84, -0.56], [-2.06, 0.65, -0.72], [-1.14, 1.45, -0.55], [-2.21, -0.42, -0.12], [-0.06, 0.64, 0.15], [-0.67, -0.90, 0.55], [1.69, 0.86, 1.02], [1.17, 2.22, -0.06], [0.41, 2.02, 1.67], [0.73, -2.62, 0.11], [1.14, -1.27, -0.96], [-0.25, -2.31, -1.32]],
  "gap_ev": 8.81,
  "homo_ev": -8.288,
  "total_charge": 0
}

---

Which one sits at the top of the stability order? (A) does.

---

(A)
{
  "formula": "C2H12NO3",
  "method": "ωB97M-V with the def2-TZVPD basis set",
  "species": ["C", "C", "N", "H", "H", "H", "H", "H", "H", "H", "H", "O", "H", "H", "O", "H", "H", "O"],
  "coordinates": [[-0.98, -1.14, -0.74], [0.89, 0.35, -0.94], [0.27, -0.51, -0.23], [-0.91, -2.21, -0.75], [-1.18, -0.71, -1.71], [-1.74, -0.78, -0.06], [0.95, 0.29, -2.01], [1.53, 1.07, -0.45], [0.34, -0.36, 0.77], [-2.87, 0.80, 3.00], [-3.73, 0.10, 1.98], [-3.06, 0.79, 2.04], [4.21, -2.08, -1.89], [4.72, -0.73, -1.33], [3.92, -1.25, -1.51], [-0.41, 2.81, 1.21], [-1.40, 1.71, 1.52], [-0.53, 1.86, 1.12]],
  "gap_ev": 10.21,
  "homo_ev": -14.700,
  "total_charge": 1
}

---

(B)
{
  "formula": "C2H12NO3",
  "method": "ωB97M-V with the def2-TZVPD basis set",
  "species": ["C", "C", "N", "H", "H", "H", "H", "H", "H", "H", "H", "O", "H", "H", "O", "H", "H", "O"],
  "coordinates": [[1.56, 0.12, 1.09], [-0.27, 1.99, 1.16], [0.94, 1.44, 1.32], [0.66, -0.62, 0.69], [2.18, -0.16, 2.06], [2.11, 0.07, 0.07], [-1.20, 1.68, 0.67], [-0.42, 2.96, 1.61], [1.84, 2.14, 1.47], [-1.99, -2.19, 0.44], [-2.93, -2.06, 1.51], [-2.24, -1.52, 1.02], [-0.61, -2.57, -2.00], [0.85, -2.85, -1.78], [0.18, -2.23, -2.13], [-0.37, 1.15, -2.70], [0.49, 0.27, -1.68], [0.20, 1.18, -1.78]],
  "gap_ev": 9.76,
  "homo_ev": -14.917,
  "total_charge": 1
}

---

(C)
{
  "formula": "C2H12NO3",
  "method": "ωB97M-V with the def2-TZVPD basis set",
  "species": ["C", "C", "N", "H", "H", "H", "H", "H", "H", "H", "H", "O", "H", "H", "O", "H", "H", "O"],
  "coordinates": [[1.97, 1.34, 0.24], [2.09, 1.21, -1.05], [1.25, 0.21, 0.92], [2.31, 2.08, 1.03], [2.16, 2.21, -1.62], [2.06, 0.28, -1.72], [1.44, -0.72, 0.39], [0.13, 0.36, 0.73], [1.38, 0.21, 1.96], [-1.82, -0.38, 1.17], [-2.18, 0.12, -0.20], [-1.44, -0.07, 0.37], [-3.40, 1.20, -2.08], [-4.10, 0.26, -1.10], [-3.28, 0.40, -1.55], [1.01, -3.30, 1.20], [-0.15, -2.91, 0.39], [0.57, -2.50, 0.91]],
  "gap_ev": 11.39,
  "homo_ev": -14.280,
  "total_charge": 1
}

---

(D)
{
  "formula": "C2H12NO3",
  "method": "ωB97M-V with the def2-TZVPD basis set",
  "species": ["C", "C", "N", "H", "H", "H", "H", "H", "H", "H", "H", "O", "H", "H", "O", "H", "H", "O"],
  "coordinates": [[2.71, 0.64, -0.27], [1.57, -1.07, -1.35], [1.52, 0.05, -0.83], [3.17, 1.33, -1.03], [3.49, -0.11, -0.03], [2.45, 1.38, 0.55], [2.42, -1.83, -1.44], [0.69, -1.31, -1.84], [0.64, 0.52, -0.71], [-0.21, -1.26, 1.78], [0.16, -0.80, 3.27], [0.51, -1.28, 2.52], [-1.11, 1.80, -0.99], [-1.86, 1.04, 0.06], [-1.01, 1.01, -0.47], [-4.61, -0.06, 0.64], [-3.96, -0.13, -0.74], [-4.18, 0.49, -0.06]],
  "gap_ev": 10.16,
  "homo_ev": -14.724,
  "total_charge": 1
}

---

Which one sits at the top of the stability order? (A) does.